The following is a quantum chemistry calculation of C31H20AuBrClN7O7 as an isolated structure, from OMol25.

HOMO-LUMO gap in eV: 7.32
Calculated total energy in eV: -143491.8892
E_HOMO in eV: -8.552
LUMO energy in eV: -1.2

Last column: Löwdin charge in e.
Cartesian coordinates (Å):
Au1 0.52627 0.84602 -0.64515  1.4477
Br1 -4.58189 4.12792 -5.58550  0.7537
C1 -5.18895 3.28146 -4.00881  -0.6925
C2 -5.92258 4.00617 -3.08347  -0.1169
C3 -6.36752 3.37311 -1.93434  -0.0330
C4 -6.03790 2.04648 -1.68929  -0.2836
C5 -5.32892 1.31896 -2.64120  -0.0178
C6 -4.90826 1.93785 -3.80666  -0.1078
N1 -6.58946 1.47550 -0.49352  0.0786
N2 -5.97002 0.68065 0.22179  0.0845
C7 -4.58517 0.38128 0.01012  -0.2447
C8 -4.22781 -0.94440 -0.02640  -0.0150
C9 -2.90946 -1.36446 -0.26414  0.0164
C10 -1.91143 -0.42882 -0.42718  -0.3361
O1 -0.64004 -0.75381 -0.64671  -0.1767
C11 -2.26472 0.93967 -0.30297  -0.1394
N3 -1.22612 1.82426 -0.39225  -0.0233
C12 -1.40703 3.11122 -0.22508  -0.0638
C13 -2.68276 3.61727 0.07166  -0.0059
C14 -3.74740 2.76344 0.16058  0.0286
C15 -3.57498 1.37713 -0.06202  -0.0954
H1 -6.15914 5.04464 -3.26797  0.1039
H2 -6.97365 3.90251 -1.20963  0.1188
H3 -5.11128 0.27068 -2.48819  0.1200
H4 -4.36091 1.37994 -4.55362  0.1063
H5 -5.00951 -1.68297 0.10311  0.1220
H6 -2.66290 -2.41641 -0.30861  0.1256
H7 -0.52840 3.73758 -0.30673  0.1232
H8 -2.79974 4.67713 0.24346  0.1165
H9 -4.72461 3.14509 0.42224  0.1198
O2 5.45184 2.56342 1.49348  0.1262
C16 4.86027 1.92016 2.49498  -0.5012
O3 5.49766 1.40865 3.37808  0.0849
C17 3.37101 1.85307 2.47246  -0.0497
C18 2.58992 1.34203 3.49444  -0.5817
Cl1 3.02651 0.67836 4.98899  0.8290
N4 1.29880 1.39677 3.09854  -0.0707
N5 1.19013 1.89267 1.86411  0.1363
C19 2.41972 2.16542 1.47016  -0.1668
C20 2.59033 2.72140 0.09517  -0.5155
O4 3.57015 3.38284 -0.19955  0.0966
O5 1.61752 2.51766 -0.75931  -0.1543
C21 0.11231 0.93309 3.74730  -0.2009
C22 -0.69122 0.03974 3.05449  -0.0063
C23 -1.88570 -0.36914 3.62626  -0.0640
C24 -2.25335 0.09587 4.88250  -0.0802
C25 -1.42633 0.97289 5.57039  -0.0738
C26 -0.23686 1.40426 5.00109  -0.0306
H10 4.79979 2.96999 0.87077  0.0638
H11 -0.34925 -0.34653 2.10215  0.0887
H12 -2.52218 -1.06446 3.09344  0.1035
H13 -3.18373 -0.23022 5.32884  0.1043
H14 -1.71138 1.33392 6.54968  0.1059
H15 0.40479 2.10617 5.51635  0.1104
C27 4.91996 -0.57590 -3.22272  -0.0089
N6 4.14202 -0.72411 -1.99900  -0.0507
C28 4.62943 -1.37614 -0.90016  -0.0436
C29 3.93315 -1.51014 0.23774  0.0207
C30 2.61682 -0.91058 0.34289  -0.4912
O6 1.90657 -0.94674 1.33591  0.0261
N7 2.19813 -0.22754 -0.79608  0.0145
C31 2.88370 -0.14074 -1.98750  -0.5231
O7 2.43049 0.41322 -2.96924  0.0573
H16 5.87472 -1.07716 -3.08662  0.0879
H17 5.08574 0.47825 -3.43599  0.0999
H18 4.38839 -1.01764 -4.06293  0.0961
H19 5.62439 -1.78476 -1.01328  0.1299
H20 4.33408 -2.02802 1.09397  0.1175